Entry from the OMol25 dataset: a 14-piece molecular cluster, C84H210N14O28 overall in a non-equilibrium geometry (ωB97M-V with the def2-TZVPD basis set).

```
336
Properties=species:S:1:pos:R:3:forces:R:3:lowdin_charge:R:1
C -20.99487 8.14768 -17.73428 -0.483 -1.149 0.308 -0.08
O -21.88523 7.60487 -18.77679 0.967 1.031 0.181 -0.22
C -21.68912 6.25389 -19.20349 0.014 -0.926 -0.736 -0.20
C -22.23329 5.91807 -20.66483 0.385 0.019 1.288 -0.18
N -21.37325 6.36738 -21.76528 -0.459 -0.732 0.291 -0.05
C -21.83740 7.65978 -22.22727 -0.532 -0.003 0.513 -0.24
C -21.02597 8.40774 -23.22736 1.077 1.849 -0.326 -0.17
O -19.66845 8.79445 -22.80563 0.183 -2.188 -1.678 -0.20
C -19.53521 9.32718 -21.52069 -1.633 0.872 -0.624 -0.12
H -21.30660 7.71747 -16.78252 0.433 -0.696 0.082 0.07
H -21.01534 9.19703 -17.44010 -1.211 0.536 -1.323 0.07
H -19.92363 8.05435 -17.91271 -0.010 -0.910 -0.335 0.08
H -22.10608 5.50908 -18.52561 -0.818 0.280 0.418 0.11
H -20.65626 5.90668 -19.17636 0.649 0.696 -0.200 0.11
H -23.27952 6.21769 -20.72605 0.110 0.891 -0.357 0.11
H -22.39792 4.84497 -20.76208 0.656 -0.368 0.470 0.10
H -20.42061 6.31641 -21.43364 0.177 0.440 -0.228 0.10
H -22.04886 8.26113 -21.34309 -0.054 0.584 -0.088 0.10
H -22.80421 7.41521 -22.66721 -0.177 0.460 -0.256 0.12
H -21.45992 9.35131 -23.55822 -0.889 0.680 1.263 0.12
H -21.08962 8.06724 -24.26086 1.299 -1.507 0.216 0.12
H -18.66078 9.97683 -21.48292 0.104 -0.308 -0.025 0.09
H -19.56371 8.60361 -20.70599 0.144 -0.184 0.037 0.07
H -20.42978 9.94916 -21.48937 -0.004 0.590 1.193 0.09
C -28.98281 15.47477 -12.85540 0.397 -0.632 2.710 -0.09
O -29.42345 14.08476 -12.97405 -0.310 1.500 -0.881 -0.23
C -30.17400 13.49733 -11.86583 1.732 0.944 -1.057 -0.14
C -29.17375 13.32531 -10.70317 -0.166 -0.368 0.826 -0.20
N -28.91837 14.54386 -9.94701 0.024 0.758 0.040 -0.08
C -27.85067 14.34047 -8.96748 -0.468 -1.219 -2.823 -0.25
C -27.71165 15.53538 -8.18932 0.273 1.784 1.534 -0.26
O -26.52385 15.43569 -7.43234 -0.413 -0.203 0.641 -0.18
C -25.35579 15.89327 -8.05889 0.144 0.479 0.763 -0.11
H -28.66205 16.09811 -13.69007 -0.491 -1.116 -0.839 0.08
H -28.14989 15.45259 -12.15266 0.590 -0.001 -0.285 0.06
H -29.63210 16.08488 -12.22748 -0.894 -0.096 -0.363 0.07
H -30.54091 12.62315 -12.40369 0.113 -0.501 0.893 0.12
H -31.03324 14.12267 -11.62346 0.003 0.186 0.303 0.11
H -28.20630 12.97245 -11.06042 -0.064 0.051 -0.567 0.11
H -29.39333 12.64171 -9.88306 -0.900 -1.145 -0.539 0.11
H -29.71885 14.73433 -9.36130 -0.601 0.153 -0.280 0.11
H -26.93239 14.25411 -9.54835 0.207 -0.553 0.026 0.12
H -28.04010 13.43791 -8.38645 0.301 -0.169 0.371 0.12
H -28.57017 15.67665 -7.53273 0.107 -0.097 0.558 0.13
H -27.74314 16.42735 -8.81501 0.379 0.093 -0.315 0.13
H -24.54845 15.64092 -7.37142 0.099 -0.090 -0.171 0.09
H -25.40476 16.98167 -8.09205 0.180 0.205 -0.456 0.09
H -25.13926 15.46610 -9.03804 -0.191 -0.066 -0.143 0.08
C -15.94354 7.20685 -9.37881 -1.243 0.445 1.658 -0.05
O -16.62985 7.90587 -8.28688 -0.336 -0.194 -0.722 -0.24
C -16.38447 7.72439 -6.91639 2.423 1.701 0.809 -0.20
C -15.46637 9.01135 -6.52800 -2.115 -1.438 0.241 -0.19
N -15.18971 9.22253 -5.09017 -0.277 -0.454 -1.560 -0.07
C -13.98491 10.06383 -4.99903 -1.631 -1.578 0.575 -0.20
C -13.52992 10.11920 -3.54620 1.664 -0.029 0.315 -0.17
O -13.22320 8.76816 -2.97496 -0.917 2.228 -0.863 -0.20
C -12.68859 8.88016 -1.65990 -0.560 -1.204 -0.231 -0.12
H -16.05659 7.88854 -10.22179 0.177 -0.218 -0.013 0.09
H -16.53804 6.30488 -9.52414 0.413 -0.257 -0.408 0.08
H -14.89577 6.98777 -9.17317 -0.012 0.040 0.093 0.08
H -15.80031 6.85465 -6.61572 0.193 -0.444 -0.580 0.11
H -17.27458 7.65173 -6.29147 -0.454 0.397 -0.481 0.10
H -16.00853 9.86100 -6.94306 -0.208 0.251 0.234 0.09
H -14.62044 8.92793 -7.21030 0.719 -0.214 0.368 0.10
H -15.19523 8.36273 -4.56025 0.590 -0.096 -0.073 0.10
H -14.43340 10.93240 -5.48125 0.998 1.063 0.717 0.12
H -13.22653 9.68984 -5.68685 0.544 -0.090 0.215 0.10
H -14.13927 10.74058 -2.88993 -0.873 -0.661 0.065 0.12
H -12.60098 10.68651 -3.48850 0.488 -0.037 -0.284 0.09
H -13.17663 9.63783 -1.04684 0.223 0.397 -0.202 0.09
H -11.59928 8.91854 -1.66528 0.075 0.560 -0.024 0.08
H -12.94866 7.93318 -1.18694 0.080 -0.109 0.114 0.08
C -24.94330 6.42089 -16.06119 0.338 -0.722 -0.521 -0.12
O -26.13001 5.97226 -16.66209 -2.131 0.553 0.539 -0.18
C -27.14478 7.00146 -16.77469 0.036 -0.606 0.532 -0.19
C -28.60736 6.52613 -17.02574 0.695 1.226 -1.745 -0.15
N -29.50461 7.70732 -17.21592 -0.243 -0.653 0.317 -0.07
C -29.06479 8.90028 -17.95849 -0.668 0.115 0.249 -0.19
C -30.26065 9.64817 -18.58677 0.331 -0.855 -0.094 -0.22
O -30.74409 8.95395 -19.70381 -0.318 -1.040 0.322 -0.22
C -31.44437 7.69496 -19.54451 0.307 1.169 -2.630 -0.09
H -24.44612 5.48774 -15.79638 0.607 0.168 -0.372 0.09
H -24.96975 6.96776 -15.11867 -0.868 0.304 0.076 0.06
H -24.43446 7.02351 -16.81354 0.701 0.040 0.180 0.08
H -26.91019 7.62726 -17.63575 0.218 0.161 -0.028 0.10
H -27.12612 7.63309 -15.88654 0.105 0.095 0.265 0.10
H -29.08474 5.78388 -16.38598 0.347 0.346 0.410 0.11
H -28.54818 6.07779 -18.01750 -0.163 -0.441 -0.109 0.10
H -29.86011 8.03824 -16.33037 0.026 -0.186 0.177 0.10
H -28.45513 8.65264 -18.82746 0.413 -0.156 0.292 0.11
H -28.57005 9.54028 -17.22792 0.556 0.509 -0.481 0.11
H -29.97458 10.57156 -19.09036 0.377 0.391 0.774 0.11
H -31.06186 9.80788 -17.86521 -0.091 0.200 0.261 0.12
H -31.65703 7.62854 -20.61150 -0.857 -0.650 -0.120 0.07
H -32.40277 7.80719 -19.03758 0.349 -0.251 0.578 0.09
H -30.84143 6.79777 -19.40453 0.075 0.321 1.093 0.07
C -19.85153 7.69589 -10.98267 -0.652 0.443 -0.842 -0.07
O -21.18519 7.74446 -11.59244 0.240 -0.552 1.004 -0.19
C -22.03079 6.61668 -11.25644 1.202 -0.767 -0.233 -0.22
C -22.62338 6.69416 -9.92456 -2.960 1.814 1.981 -0.21
N -23.84848 7.60503 -9.94902 -0.016 -1.403 0.269 -0.03
C -24.47870 7.75510 -8.60269 0.415 0.560 -0.869 -0.17
C -25.82393 8.54530 -8.51698 2.975 0.439 -0.393 -0.17
O -25.44884 9.90084 -8.74378 -0.478 0.265 -1.142 -0.24
C -26.58553 10.73548 -8.84479 -0.016 0.033 1.366 -0.10
H -19.23605 6.99856 -11.55101 0.052 -0.184 0.094 0.08
H -19.75810 7.50369 -9.91382 -0.706 -0.487 0.117 0.07
H -19.40791 8.68847 -11.06066 -0.236 0.110 -0.428 0.08
H -21.43834 5.70485 -11.18115 0.415 -0.248 -0.745 0.11
H -22.84973 6.45915 -11.95832 0.426 0.446 -0.538 0.11
H -21.84578 6.96431 -9.21009 0.106 0.558 0.358 0.10
H -23.08688 5.81316 -9.48061 0.600 -0.816 -0.640 0.10
H -23.56656 8.48464 -10.35756 -0.004 0.495 0.425 0.05
H -23.69463 8.26349 -8.04154 -0.404 0.357 0.939 0.10
H -24.65395 6.80360 -8.10065 0.186 -0.402 -0.410 0.11
H -26.12479 8.52116 -7.46960 -0.833 -0.605 -0.092 0.13
H -26.50707 8.25530 -9.31530 -0.356 -0.392 0.428 0.10
H -27.01645 10.74149 -7.84361 -0.160 0.653 0.404 0.09
H -27.43933 10.37344 -9.41754 0.429 -0.271 -0.853 0.07
H -26.27281 11.73750 -9.13850 -0.072 -0.151 -0.052 0.09
C -12.53472 12.06370 -10.05690 0.945 0.328 -0.244 -0.10
O -11.58064 11.37719 -9.27286 -1.900 -1.593 0.018 -0.22
C -10.25448 11.78563 -9.32926 -0.614 -0.454 -1.140 -0.24
C -9.30268 10.67073 -8.87122 -0.548 1.353 1.531 -0.16
N -9.19192 10.69599 -7.41959 2.630 2.225 -1.409 -0.09
C -10.22175 10.17986 -6.62721 0.557 -0.384 0.036 -0.23
C -9.98687 10.45677 -5.17009 -1.257 -0.778 -0.676 -0.24
O -8.66713 10.11047 -4.80046 -0.764 0.015 -0.630 -0.14
C -8.64824 9.94712 -3.43079 1.077 0.840 1.734 -0.14
H -12.35130 11.94107 -11.12434 0.266 -0.170 -0.271 0.08
H -12.42812 13.13091 -9.86250 -0.485 0.293 0.131 0.08
H -13.54600 11.69153 -9.89292 0.208 0.045 0.521 0.09
H -10.26616 12.72525 -8.77693 1.194 0.034 0.362 0.13
H -9.95127 11.98395 -10.35728 -0.250 0.332 -0.486 0.11
H -8.41603 11.00593 -9.40936 0.701 -0.575 0.719 0.11
H -9.54034 9.63989 -9.13384 -0.553 0.148 -0.960 0.12
H -8.23550 10.68604 -7.09517 -0.432 -0.387 0.370 0.12
H -10.18583 9.10128 -6.78042 -1.046 -0.569 0.158 0.13
H -11.14247 10.67855 -6.92999 -0.367 -0.575 0.031 0.12
H -10.73928 9.84600 -4.67115 0.187 -0.630 0.431 0.10
H -10.37248 11.44336 -4.91310 1.068 0.768 0.142 0.13
H -7.65501 10.13208 -3.02168 0.335 0.242 -0.372 0.09
H -8.86197 8.96708 -3.00423 -0.783 -0.314 -0.560 0.09
H -9.27499 10.73362 -3.01043 -0.231 -0.231 0.575 0.09
C -24.04928 10.04356 -15.20001 0.021 -1.368 0.799 -0.10
O -24.02825 10.68987 -13.93576 -0.013 0.143 -0.537 -0.22
C -23.49307 9.91517 -12.83118 -0.674 0.824 -0.566 -0.17
C -23.89812 10.77360 -11.62772 0.468 0.290 1.305 -0.18
N -23.13024 10.61039 -10.38404 1.380 -1.072 -1.933 -0.07
C -21.90110 11.41964 -10.36299 -1.861 1.142 0.672 -0.17
C -21.24181 11.32830 -8.99476 0.186 0.240 -0.307 -0.24
O -19.86776 11.44699 -9.10222 3.392 0.137 0.237 -0.20
C -19.10535 10.92170 -7.95175 -2.044 -1.058 -0.608 -0.04
H -24.72349 9.19475 -15.08575 -0.413 -0.105 -0.447 0.06
H -23.10827 9.57145 -15.48237 0.565 0.174 0.211 0.08
H -24.33841 10.64224 -16.06377 -0.235 0.588 0.588 0.08
H -22.42279 9.84581 -13.02555 0.157 -0.244 0.597 0.12
H -23.94937 8.93021 -12.73249 0.014 -0.277 -0.402 0.11
H -24.94381 10.67688 -11.33568 -0.167 -0.391 -0.492 0.11
H -23.79024 11.77842 -12.03615 0.012 0.509 0.306 0.11
H -23.61701 10.45851 -9.51221 -0.185 0.462 -0.282 0.08
H -22.35077 12.40423 -10.49141 0.710 0.906 0.024 0.11
H -21.21063 11.34893 -11.20343 -0.031 -0.994 0.092 0.10
H -21.50793 10.33932 -8.62165 -0.209 -0.039 0.708 0.12
H -21.50277 12.19306 -8.38469 -1.040 -0.438 0.514 0.13
H -19.42577 9.88026 -7.98073 0.343 -0.415 0.535 0.06
H -19.42126 11.30925 -6.98320 -0.268 0.469 -0.097 0.08
H -18.01540 10.91216 -7.95504 -0.158 0.653 -1.037 0.07
C -29.45429 4.20509 -12.06244 0.562 -0.443 0.962 -0.08
O -30.28618 5.17983 -11.44262 -0.420 0.133 -1.058 -0.21
C -29.92421 5.62020 -10.16472 -0.337 0.582 0.487 -0.19
C -29.12871 6.98854 -10.20327 1.351 -0.394 0.940 -0.20
N -28.80753 7.38080 -11.54742 -0.743 -0.112 -1.292 -0.06
C -28.90578 8.81662 -11.84623 -0.661 -1.031 0.321 -0.19
C -28.24975 9.12707 -13.17071 -0.085 -0.932 1.496 -0.24
O -28.59063 10.43969 -13.47026 0.275 -0.300 -1.570 -0.17
C -27.47999 11.20685 -13.85456 0.424 2.238 1.315 -0.10
H -29.63467 3.26798 -11.53576 0.025 -0.354 -0.169 0.09
H -28.38685 4.40477 -11.96864 0.097 0.378 0.162 0.07
H -29.62147 4.05505 -13.12904 -0.641 0.447 0.149 0.09
H -29.51764 4.80127 -9.57130 1.077 0.068 -0.203 0.11
H -30.84166 5.76432 -9.59410 -0.385 0.424 -0.355 0.11
H -28.16403 6.89895 -9.70381 0.037 -0.460 0.432 0.08
H -29.58515 7.82148 -9.66850 -0.866 -0.176 0.218 0.11
H -29.62018 7.02532 -12.03046 0.256 -0.581 -0.801 0.09
H -28.40266 9.36970 -11.05309 -0.216 0.323 -0.086 0.10
H -29.96844 9.04531 -11.92709 -0.148 0.710 0.382 0.13
H -28.53988 8.42569 -13.95301 -0.111 -0.085 -0.141 0.11
H -27.22169 8.91135 -12.87973 0.707 0.565 -0.873 0.12
H -26.64191 10.90163 -14.48111 -0.523 -1.231 -0.300 0.07
H -27.03500 11.46894 -12.89467 0.722 0.278 0.053 0.08
H -27.81438 12.16432 -14.25396 -0.390 -0.117 -0.101 0.08
C -26.63224 12.36057 -18.02210 -0.178 -0.238 0.732 -0.11
O -26.34431 12.29694 -19.45105 -2.082 1.621 1.320 -0.19
C -26.81853 13.51062 -20.13471 -0.760 -0.186 -1.188 -0.16
C -28.34895 13.92146 -20.14570 1.562 -2.323 1.692 -0.19
N -28.57213 14.40688 -18.78049 -2.182 1.654 -1.509 -0.07
C -30.02346 14.45969 -18.56627 -1.009 0.530 1.672 -0.20
C -30.96639 15.38864 -19.44629 1.357 -1.608 0.043 -0.21
O -30.33703 16.64328 -19.66365 0.536 -0.584 -0.169 -0.19
C -31.00432 17.45206 -20.60804 -1.054 0.292 0.700 -0.11
H -26.14150 13.16609 -17.47583 0.617 0.259 -0.509 0.09
H -26.41475 11.44863 -17.46608 0.889 -0.485 -0.812 0.05
H -27.64870 12.49097 -17.65073 -0.563 0.203 -1.228 0.06
H -26.63453 13.34498 -21.19622 0.863 -0.095 0.096 0.11
H -26.28133 14.37451 -19.74328 0.290 -0.020 -0.094 0.11
H -28.93166 13.00939 -20.27484 -0.062 -0.281 -0.058 0.11
H -28.70921 14.59852 -20.92023 0.708 0.237 -0.247 0.12
H -28.43507 15.39411 -18.94389 0.967 0.685 0.693 0.10
H -30.17833 14.79537 -17.54087 0.144 0.081 0.223 0.11
H -30.35910 13.42283 -18.54731 -0.508 0.012 -0.397 0.11
H -31.96261 15.45597 -19.00913 0.035 0.368 0.489 0.12
H -31.13651 14.76846 -20.32637 0.104 0.630 -0.961 0.11
H -30.61434 18.46541 -20.70364 0.896 -0.350 0.135 0.09
H -31.97721 17.65765 -20.16158 -0.639 -0.190 -0.489 0.08
H -31.09118 16.99325 -21.59295 -0.020 -0.129 -0.001 0.09
C -25.91809 15.29165 3.16648 -0.791 0.318 0.173 -0.13
O -25.75424 15.55946 1.79057 0.636 0.075 -0.439 -0.20
C -26.46112 14.76772 0.79130 0.450 0.338 1.786 -0.18
C -25.55292 14.54484 -0.37523 -0.662 0.482 -0.713 -0.26
N -24.50601 13.66561 -0.02175 0.498 -2.265 0.187 -0.07
C -23.73875 13.11613 -1.17550 0.882 0.998 0.930 -0.17
C -24.49161 12.16172 -2.06108 -1.388 0.848 -1.410 -0.23
O -23.87755 12.03422 -3.35498 1.059 -0.693 0.671 -0.21
C -24.73537 11.39075 -4.30705 -1.049 1.395 1.789 -0.08
H -25.43778 16.04722 3.78817 0.425 0.301 -0.572 0.08
H -25.52284 14.34552 3.53624 -0.078 -0.399 -0.457 0.08
H -26.96369 15.40817 3.45153 -0.332 -0.437 0.006 0.08
H -27.38612 15.28202 0.53056 -0.073 -0.011 -0.056 0.12
H -26.64676 13.79079 1.23765 -0.387 -0.121 -0.084 0.12
H -25.11863 15.47582 -0.73961 -0.382 0.566 -0.247 0.13
H -26.16583 14.10723 -1.16322 -0.016 0.105 -0.120 0.11
H -23.96854 14.16801 0.67022 0.678 -0.462 -0.154 0.11
H -22.83831 12.58096 -0.87401 0.058 0.254 0.606 0.11
H -23.40077 14.00826 -1.70273 0.154 -0.240 -0.939 0.12
H -25.45899 12.62644 -2.25165 -0.470 0.016 -0.057 0.09
H -24.75148 11.21240 -1.59273 0.549 -0.329 0.097 0.13
H -24.25736 11.12938 -5.25114 0.167 0.001 0.448 0.09
H -25.52197 12.13912 -4.40345 -0.329 0.111 -1.102 0.08
H -25.29655 10.61050 -3.79286 0.455 -0.887 -0.357 0.08
C -29.29004 4.65558 -23.22880 -0.242 1.326 1.657 -0.08
O -28.37419 5.68999 -22.84197 0.610 -1.390 0.198 -0.20
C -28.92475 6.95549 -22.78765 0.554 2.447 0.406 -0.24
C -27.93664 7.93121 -22.05746 1.473 -2.204 -0.485 -0.18
N -26.66504 7.96054 -22.81671 -0.635 2.938 0.994 -0.06
C -25.81055 9.12557 -22.39951 0.328 -0.959 -0.521 -0.17
C -25.66593 9.55848 -20.89191 0.242 0.664 -1.449 -0.21
O -24.39518 10.17852 -20.77329 1.153 -0.519 1.197 -0.21
C -23.85629 10.23698 -19.42256 -0.565 -1.094 -1.107 -0.07
H -29.97506 4.55589 -22.38683 -0.231 -0.389 0.281 0.08
H -28.74198 3.71655 -23.30598 -0.114 0.285 -0.674 0.09
H -29.95666 5.01093 -24.01458 0.484 -0.483 -0.788 0.09
H -29.86277 7.05228 -22.24098 -0.443 -0.513 -0.119 0.10
H -28.99779 7.29883 -23.81958 -0.555 0.383 -0.117 0.12
H -27.73922 7.53927 -21.05971 -0.124 -0.789 0.360 0.09
H -28.21574 8.93510 -21.73741 -0.706 0.228 -1.199 0.11
H -26.20609 7.10148 -23.08407 -0.168 0.102 0.680 0.10
H -26.06718 10.06087 -22.89697 -0.703 -0.138 -0.395 0.10
H -24.85023 8.89959 -22.86298 0.457 0.053 0.615 0.10
H -25.85814 8.72159 -20.22052 0.190 0.019 0.352 0.11
H -26.23900 10.46896 -20.71664 -1.433 -0.898 0.343 0.10
H -23.63125 9.21726 -19.11013 1.071 -0.176 -0.389 0.06
H -24.53112 10.45049 -18.59363 -0.610 1.264 -0.461 0.05
H -23.01477 10.92038 -19.53615 -0.003 -0.265 0.610 0.10
C -19.54168 3.09964 -10.86986 0.143 -0.836 1.140 -0.12
O -20.75398 2.32890 -10.77819 -0.777 2.040 -0.121 -0.22
C -21.15585 1.88251 -9.44183 0.107 -1.424 -1.342 -0.17
C -22.67732 1.41946 -9.36928 2.968 1.699 -0.487 -0.21
N -23.60996 2.52547 -9.55692 -0.782 -0.999 1.686 -0.04
C -24.93228 1.86371 -9.62896 -0.302 0.733 -3.203 -0.22
C -25.99568 2.85037 -10.04600 0.154 2.145 0.673 -0.22
O -25.79554 3.48342 -11.33549 0.904 -1.029 -0.535 -0.20
C -25.43930 4.88265 -11.36426 -1.458 -0.144 2.683 -0.07
H -18.68421 2.43409 -10.77041 0.188 -0.300 0.011 0.08
H -19.43178 3.80309 -10.04452 -0.321 0.239 0.107 0.07
H -19.36487 3.64508 -11.79686 -0.909 -0.221 -0.213 0.08
H -20.90302 2.48901 -8.57216 0.109 0.723 -0.444 0.11
H -20.49824 1.01374 -9.47130 -0.369 -0.664 1.378 0.11
H -22.78180 1.05312 -8.34802 -0.179 -0.253 -0.075 0.12
H -22.74699 0.60516 -10.09051 -0.488 -0.145 -0.110 0.11
H -23.48253 3.06249 -10.40277 0.282 -0.324 -0.288 0.10
H -25.32077 1.32868 -8.76240 0.711 -0.101 0.078 0.13
H -24.83676 1.29537 -10.55415 -0.290 -1.489 0.360 0.12
H -25.87081 3.53374 -9.20605 -0.422 1.192 -0.192 0.11
H -27.03845 2.54014 -9.97893 0.163 -0.613 -0.258 0.12
H -24.92053 5.05337 -10.42095 0.281 0.469 -0.116 0.05
H -26.40611 5.37488 -11.25896 0.062 0.710 -0.176 0.06
H -24.89047 5.39278 -12.15588 0.081 -1.253 -0.565 0.08
C -12.62476 18.19662 -13.55450 -1.233 0.817 -0.356 -0.12
O -13.41505 17.11827 -14.06516 -0.743 0.198 0.453 -0.21
C -14.88125 17.30056 -14.07392 0.878 -1.584 0.075 -0.17
C -15.57052 15.89064 -14.11257 1.188 0.749 0.686 -0.19
N -15.35665 15.02731 -12.89708 -1.329 -0.968 -1.506 -0.05
C -15.81653 13.63529 -13.23299 -0.304 0.520 1.330 -0.20
C -17.32105 13.61044 -13.41443 -1.046 0.218 -0.764 -0.24
O -17.83183 12.29334 -13.49782 1.703 -0.366 0.607 -0.19
C -19.18707 12.04108 -13.31533 -0.149 0.495 -0.359 -0.12
H -12.55662 18.21841 -12.46685 0.220 -0.480 0.105 0.08
H -13.08307 19.15434 -13.80112 -0.387 0.206 -0.125 0.07
H -11.65285 18.30192 -14.03660 0.066 -0.875 0.080 0.08
H -15.13520 17.87356 -14.96570 -0.127 -0.045 -0.104 0.11
H -15.30582 17.81088 -13.20938 0.584 0.217 0.324 0.11
H -15.34867 15.37821 -15.04868 0.597 -0.208 -0.086 0.11
H -16.63987 16.07948 -14.20709 -0.102 0.144 0.381 0.10
H -14.43959 14.85345 -12.51123 0.496 1.069 -0.686 0.09
H -15.61470 13.05373 -12.33347 0.024 -0.204 0.051 0.11
H -15.27161 13.14492 -14.03964 -0.029 0.217 -0.404 0.12
H -17.64601 14.10293 -14.33093 0.245 0.262 -0.417 0.11
H -17.77663 14.22691 -12.63951 -0.062 -0.289 0.592 0.13
H -19.76944 12.64309 -14.01284 -0.324 -0.082 -0.333 0.09
H -19.56825 12.29061 -12.32511 0.246 -0.125 0.343 0.07
H -19.28731 10.97779 -13.53322 -0.383 0.094 0.129 0.09
C -21.00143 7.98932 -5.76964 0.449 -1.808 -2.711 -0.20
O -21.24158 9.04509 -4.96900 0.251 1.102 3.506 -0.16
C -20.59158 8.87468 -3.63558 -0.444 0.852 -0.065 -0.15
C -20.90255 10.05079 -2.67810 0.109 0.688 -0.201 -0.21
N -20.14230 10.01710 -1.40622 0.247 -1.865 -0.374 -0.06
C -20.66906 8.88255 -0.59731 0.081 1.736 0.210 -0.20
C -20.20248 8.94852 0.90512 -2.085 -0.523 -1.928 -0.16
O -20.86988 10.13044 1.48625 0.958 -1.253 -1.162 -0.19
C -20.68361 10.25227 2.87090 1.625 -0.631 0.205 -0.13
H -21.67869 7.92309 -6.62113 -0.868 0.489 0.213 0.06
H -21.04714 6.97799 -5.36562 0.061 0.030 0.770 0.09
H -20.08612 8.06263 -6.35696 0.908 0.086 0.451 0.07
H -19.50506 8.86897 -3.72236 0.117 -0.284 -0.371 0.12
H -20.93166 7.96249 -3.14533 -0.068 -0.345 -0.546 0.10
H -21.96229 10.08970 -2.42604 -0.382 -0.025 -0.400 0.10
H -20.64367 10.94822 -3.23998 -0.099 0.204 0.187 0.12
H -20.26873 10.83243 -0.82368 -0.216 0.377 -0.443 0.09
H -20.55077 7.94914 -1.14764 0.909 -0.218 0.611 0.10
H -21.75302 8.98970 -0.63801 -0.534 -0.022 0.653 0.10
H -19.12930 8.76930 0.97044 0.292 1.242 0.365 0.12
H -20.61401 8.00484 1.26320 -0.400 0.123 0.903 0.11
H -19.61319 10.31757 3.06593 0.393 0.271 0.109 0.08
H -20.93603 9.31970 3.37559 -0.779 0.126 0.289 0.08
H -21.10479 11.16346 3.29567 -0.547 -0.306 -0.353 0.09
```
Forces are in eV/Å.

Properties
E_LUMO (eV): 0.49
Charge: 0
Energy (hartree): -6198.4966
HOMO (eV): -7.8
HOMO-LUMO gap (hartree): 0.3044
Energy above the lowest of the compared OMol25 structures with the same formula, charge and spin (eV): 17.302